1.
{"formula": "C38H51ClN8O4RbS", "method": "the ωB97M-V functional and the def2-TZVPD basis", "elements": ["Rb", "C", "C", "C", "C", "C", "C", "H", "H", "H", "H", "H", "H", "C", "N", "C", "N", "C", "N", "C", "N", "C", "C", "H", "H", "H", "H", "H", "H", "H", "H", "H", "H", "H", "H", "C", "C", "C", "C", "C", "C", "C", "C", "C", "C", "O", "O", "H", "H", "H", "H", "H", "H", "H", "H", "H", "H", "H", "C", "C", "C", "C", "C", "O", "C", "C", "C", "C", "C", "C", "Cl", "C", "C", "C", "N", "C", "N", "C", "N", "H", "H", "H", "H", "H", "H", "H", "H", "H", "H", "H", "H", "H", "H", "H", "H", "H", "H", "H", "H", "H", "H", "O", "S", "N"], "xyz": [[-0.218449, 0.367330, -0.942004], [2.096603, 1.169044, 2.243262], [1.653729, 2.355557, 1.674559], [2.019853, 2.680120, 0.374180], [2.821576, 1.810052, -0.353862], [3.246454, 0.612721, 0.206789], [2.881892, 0.288954, 1.508066], [1.816317, 0.919075, 3.258086], [1.006529, 3.020098, 2.232770], [1.653010, 3.590917, -0.079906], [3.098901, 2.059543, -1.370287], [3.848947, -0.075740, -0.372377], [3.200485, -0.650393, 1.943557], [-2.676590, -0.043768, 2.485441], [-1.637951, -1.038079, 2.174583], [-2.261066, -2.383983, 2.173952], [-2.873833, -2.683891, 3.482138], [-3.884026, -1.656131, 3.747923], [-3.314825, -0.297787, 3.786106], [-2.266560, -0.276299, 4.808422], [-1.205610, -1.267733, 4.568943], [-0.640340, -0.994575, 3.239361], [-1.845514, -2.592485, 4.513467], [-3.438671, -0.063140, 1.704150], [-2.226241, 0.950665, 2.493655], [-1.488725, -3.124999, 1.960447], [-3.004678, -2.482715, 1.377973], [-4.357697, -1.861170, 4.710763], [-4.641115, -1.699999, 2.964375], [-2.716896, -0.478050, 5.782558], [-1.818991, 0.719823, 4.832273], [0.140285, -1.730360, 3.027789], [-0.190050, -0.002576, 3.254565], [-2.293667, -2.801686, 5.487482], [-1.078072, -3.343501, 4.314714], [-7.444821, 1.546354, 0.813934], [-6.122792, 1.720409, 0.110470], [-5.496668, 2.961864, 0.060014], [-4.246989, 3.133556, -0.525026], [-3.610319, 4.502758, -0.528068], [-3.604640, 2.033581, -1.111484], [-4.243704, 0.786991, -1.123901], [-3.665545, -0.447603, -1.791611], [-5.480225, 0.648791, -0.489460], [-2.160139, 2.171403, -1.596840], [-1.841138, 1.861728, -2.763155], [-1.352292, 2.499719, -0.675306], [-8.020783, 2.474308, 0.807696], [-7.304285, 1.252694, 1.857749], [-8.047127, 0.771035, 0.337429], [-5.991354, 3.822955, 0.504363], [-4.228709, 5.216455, 0.019330], [-3.492452, 4.875905, -1.549625], [-2.618078, 4.467733, -0.078305], [-3.280482, -0.182539, -2.773399], [-4.471137, -1.172230, -1.914978], [-2.682428, -0.868545, -0.026649], [-5.946271, -0.333640, -0.491826], [-0.471355, -5.745082, -2.479147], [0.432125, -6.123243, -3.662452], [0.279115, -5.054652, -4.752346], [-0.093148, -7.448674, -4.239382], [1.921981, -6.293572, -3.209480], [2.002210, -7.111096, -2.040433], [2.774362, -6.939484, -4.314948], [4.283339, -7.057118, -4.077590], [4.694035, -7.944481, -2.928934], [4.439460, -9.310826, -2.974357], [4.793612, -10.149828, -1.936277], [5.420469, -9.612385, -0.818876], [5.874354, -10.663290, 0.501159], [5.688381, -8.261193, -0.744219], [5.325158, -7.438328, -1.797401], [2.652080, -5.004079, -2.815447], [1.986756, -4.041230, -1.946985], [1.627970, -2.784555, -2.234207], [1.153540, -2.171408, -1.172265], [1.218494, -3.155613, -0.229961], [1.739557, -4.294278, -0.634609], [-1.512552, -5.962822, -2.727528], [-0.446078, -4.684228, -2.244189], [-0.219126, -6.287713, -1.568154], [-0.777724, -4.965915, -5.015230], [0.825267, -5.290090, -5.669993], [0.589597, -4.067173, -4.409162], [-1.159925, -7.337743, -4.440869], [-0.002136, -8.284187, -3.534684], [0.391208, -7.737914, -5.174197], [1.489065, -7.912042, -2.188963], [2.629232, -6.385807, -5.245940], [2.382092, -7.942378, -4.497984], [4.741952, -6.073316, -3.959159], [4.714746, -7.469825, -4.994035], [3.950257, -9.733369, -3.847220], [4.594616, -11.212483, -1.981715], [6.170896, -7.855851, 0.135927], [5.526544, -6.374665, -1.728104], [2.931490, -4.452894, -3.713818], [3.569439, -5.300178, -2.309976], [1.749851, -2.356944, -3.219212], [0.869567, -3.021361, 0.783257], [-3.679488, -3.380385, -0.530077], [-2.398993, -2.750933, -1.189339], [-2.552627, -1.045996, -1.018445]], "forces_ev_per_angstrom": [[1.44, -1.21, 0.09], [0.01, -0.06, -0.01], [0.02, 0.02, -0.07], [-0.03, -0.03, 0.02], [0.03, 0.06, -0.01], [-0.02, -0.04, 0.07], [0.00, 0.05, -0.05], [0.02, 0.00, 0.01], [0.02, 0.00, 0.00], [-0.02, -0.02, 0.00], [0.00, 0.01, -0.02], [0.00, 0.00, 0.00], [0.00, 0.02, 0.00], [-0.01, -0.11, 0.00], [-0.15, -0.13, -0.06], [0.09, 0.06, 0.15], [0.03, 0.17, -0.08], [0.07, 0.02, -0.03], [0.13, -0.14, -0.04], [0.00, -0.05, -0.04], [-0.14, 0.00, -0.10], [-0.09, 0.02, 0.01], [0.00, 0.04, -0.05], [-0.05, 0.00, 0.04], [0.02, 0.05, 0.00], [0.03, -0.01, 0.04], [-0.06, 0.02, 0.06], [-0.01, -0.01, 0.04], [0.00, 0.01, -0.02], [-0.02, -0.02, 0.03], [0.02, 0.02, -0.01], [0.01, -0.02, 0.02], [0.02, 0.07, 0.01], [-0.02, 0.00, 0.04], [0.02, -0.01, -0.01], [-0.02, 0.00, -0.04], [0.03, 0.04, 0.03], [0.00, 0.03, 0.02], [0.01, -0.02, 0.03], [-0.02, -0.02, 0.00], [0.04, -0.04, -0.04], [-0.06, -0.05, -0.04], [0.11, 0.18, 0.14], [0.02, -0.04, -0.10], [-0.14, 0.31, 0.08], [-0.24, 0.09, 0.28], [-0.77, 1.17, -0.12], [0.03, -0.02, 0.00], [0.03, 0.01, -0.01], [0.02, 0.01, 0.00], [0.03, -0.03, -0.02], [-0.02, -0.02, -0.01], [0.04, -0.04, 0.03], [-0.04, -0.03, -0.03], [0.03, 0.02, -0.08], [-0.04, -0.11, 0.05], [-0.10, 0.10, -0.01], [0.01, 0.04, 0.03], [-0.14, 0.04, 0.11], [0.02, 0.03, -0.03], [-0.03, 0.05, -0.03], [-0.07, -0.10, 0.03], [0.02, -0.06, 0.26], [0.00, 0.02, -0.04], [-0.09, -0.08, -0.23], [0.18, 0.00, 0.01], [0.00, 0.07, 0.18], [-0.07, -0.03, -0.22], [0.12, -0.08, 0.28], [-0.09, -0.21, -0.10], [-0.03, 0.09, -0.11], [0.10, 0.05, 0.19], [-0.07, 0.08, -0.22], [-0.13, 0.39, 0.15], [0.06, -0.46, 0.08], [0.14, 0.18, -0.09], [0.14, -0.61, -0.04], [0.04, 0.07, 0.17], [-0.05, 0.33, -0.32], [0.04, 0.02, -0.02], [0.05, 0.07, 0.01], [0.01, -0.01, -0.08], [0.04, -0.01, 0.02], [0.01, -0.04, 0.05], [0.00, -0.03, 0.03], [0.04, 0.00, -0.02], [0.01, 0.06, -0.03], [0.00, 0.04, 0.03], [-0.02, 0.00, 0.00], [-0.02, 0.00, -0.02], [0.03, 0.01, 0.05], [-0.01, -0.02, 0.01], [0.00, 0.00, -0.02], [0.03, 0.01, 0.03], [0.00, 0.03, -0.01], [-0.02, 0.00, -0.04], [0.02, -0.04, 0.00], [-0.04, 0.01, -0.04], [-0.04, -0.01, 0.04], [-0.03, -0.01, 0.05], [0.02, 0.01, -0.08], [0.39, 0.29, -0.28], [-0.27, -0.45, 0.21], [-0.58, -0.02, -0.15]], "spin_multiplicity": 1, "homo_energy_ev": -2.62, "total_charge": -1, "orbital_gap_ha": 0.158}



2.
{"formula": "C40H50N3O8", "method": "the ωB97M-V functional and the def2-TZVPD basis", "elements": ["C", "C", "C", "C", "C", "C", "C", "C", "N", "C", "C", "C", "C", "C", "C", "C", "C", "C", "C", "C", "C", "N", "C", "C", "C", "C", "C", "C", "N", "C", "C", "H", "H", "H", "H", "H", "H", "H", "H", "H", "H", "H", "H", "H", "H", "H", "H", "H", "H", "H", "H", "H", "H", "H", "H", "H", "H", "H", "H", "H", "H", "H", "H", "H", "H", "H", "H", "H", "H", "H", "H", "H", "H", "C", "C", "C", "O", "C", "C", "C", "O", "O", "O", "H", "H", "H", "H", "C", "C", "C", "O", "C", "C", "C", "O", "O", "O", "H", "H", "H", "H"], "xyz": [[2.783645, -1.376866, 4.136588], [2.248039, 0.101622, 3.604844], [1.372088, 1.153206, 4.526665], [0.898434, 2.558484, 3.769502], [1.264689, 2.944797, 2.210692], [2.178035, 1.895307, 1.331697], [2.660119, 2.166049, -0.239901], [1.981396, 1.024717, -1.216460], [0.611383, 1.068913, -1.882402], [-0.282096, 2.301614, -1.629098], [-1.713552, 2.095392, -2.401599], [-2.850064, 3.231416, -2.078710], [-3.095936, 3.539638, -0.487435], [-4.594436, 3.037787, 0.060306], [-4.541623, 3.175257, 1.692356], [-5.592725, 2.218285, 2.508603], [-5.712219, 0.680567, 1.953085], [-4.357615, -0.231418, 2.156729], [-3.379935, -0.278424, 0.824511], [-2.437961, -1.632998, 0.983336], [-2.737622, -2.780164, -0.167499], [-3.536015, -3.965428, 0.349540], [-4.989536, -4.231453, -0.079772], [-5.456755, -5.630968, 0.687101], [-4.125215, -6.134040, 1.559783], [-2.944909, -5.011292, 1.299952], [0.335347, -0.184561, -2.686980], [1.673971, -1.155306, -2.528890], [2.558492, -0.313789, -1.628199], [3.876802, -0.966536, -1.257197], [2.635773, 0.495491, 2.054179], [3.954888, -1.377587, 4.096174], [2.336664, -1.674481, 5.185975], [2.425736, -2.157529, 3.311544], [1.103269, 0.901899, 5.642634], [0.257144, 3.310120, 4.436866], [0.871080, 3.961389, 1.732549], [2.272018, 3.233015, -0.531424], [3.834325, 2.147191, -0.230954], [0.340916, 3.235899, -1.994955], [-0.356453, 2.392145, -0.460689], [-1.477063, 2.182290, -3.568240], [-2.169274, 0.999949, -2.272471], [-3.878822, 2.845347, -2.528355], [-2.653391, 4.274802, -2.621487], [-3.124022, 4.727680, -0.373974], [-2.320755, 3.030304, 0.239895], [-5.431081, 3.737526, -0.424555], [-4.783059, 1.956991, -0.346099], [-4.809496, 4.303811, 1.952876], [-3.469076, 2.981663, 2.130727], [-6.669089, 2.717324, 2.641695], [-5.168398, 2.135325, 3.621394], [-6.091344, 0.641776, 0.831170], [-6.561397, 0.156397, 2.606093], [-3.691554, 0.113144, 3.067961], [-4.739375, -1.351072, 2.307924], [-2.711026, 0.680477, 0.757863], [-3.989165, -0.335725, -0.196112], [-2.579943, -2.090999, 2.065736], [-1.296336, -1.318811, 0.876162], [-1.690569, -3.167190, -0.572764], [-3.388833, -2.282733, -1.023052], [-5.621427, -3.557966, -0.813514], [-6.527128, -6.155083, 0.632030], [-4.031283, -7.091403, 2.233113], [-1.836509, -4.953966, 1.695102], [-0.626544, -0.438899, -3.303052], [1.882503, -2.222440, -2.966019], [4.655393, -0.145689, -0.877499], [3.775024, -1.835750, -0.476832], [4.320097, -1.434004, -2.259734], [3.267856, -0.263149, 1.384480], [-1.826377, -1.001908, -8.537394], [-2.204366, -0.892640, -7.262284], [-1.274808, -0.372299, -6.221706], [-1.656740, -0.265508, -5.061648], [0.088543, -0.006311, -6.636346], [0.467412, -0.118923, -7.910874], [-0.470769, -0.613079, -8.955747], [-0.099242, -0.688224, -10.122143], [1.748026, 0.220685, -8.306968], [-3.476066, -1.258623, -6.861088], [-2.492502, -1.376429, -9.304421], [0.759494, 0.353573, -5.866901], [1.775099, 0.052619, -9.274192], [-3.504956, -1.084852, -5.895041], [7.812900, -1.752253, 4.152994], [8.678228, -1.552524, 5.149004], [9.047530, -0.178647, 5.589134], [9.830993, -0.026721, 6.519788], [8.449519, 0.958665, 4.872543], [7.586877, 0.758702, 3.874291], [7.196792, -0.614721, 3.452772], [6.387379, -0.766518, 2.543945], [7.023201, 1.822988, 3.194762], [9.263393, -2.616779, 5.810112], [7.533854, -2.745450, 3.824340], [8.740193, 1.951620, 5.190801], [6.433868, 1.419420, 2.520730], [9.848021, -2.213150, 6.488030]], "forces_ev_per_angstrom": [[-0.55, 0.64, -1.24], [-0.87, 2.71, -1.22], [1.36, 0.82, -5.15], [1.62, -2.17, -1.21], [1.25, -3.45, 1.54], [-1.11, -1.31, 3.93], [-0.99, -0.52, 1.26], [-1.61, -3.63, -2.79], [3.63, -2.72, 0.41], [-0.22, -0.02, 0.19], [0.05, 0.32, -1.29], [-0.60, 0.24, 0.16], [-1.34, 0.48, 0.06], [0.96, 0.53, -0.40], [-0.94, 0.41, 0.17], [0.19, -0.18, 0.87], [-0.57, -0.13, 0.79], [-0.39, -0.29, -1.17], [0.06, -0.59, 0.43], [0.56, 0.33, -0.24], [0.11, 0.36, 0.20], [-1.67, -2.35, 0.73], [1.50, -4.23, 3.60], [4.50, 2.87, -0.12], [0.27, 4.62, -2.86], [-5.18, -1.36, -1.36], [4.92, -1.21, 2.05], [-3.74, 6.19, 1.57], [-2.77, 0.60, -0.88], [1.72, 0.30, -0.35], [-1.89, 2.42, 1.35], [-2.28, 0.02, 0.37], [1.06, 0.77, -2.23], [0.70, 1.59, 1.93], [0.56, 0.66, -2.57], [1.58, -1.74, -1.83], [0.99, -2.46, 1.25], [0.80, -2.21, 0.28], [-2.44, -0.17, -0.47], [-1.53, -1.87, 0.47], [-0.10, -0.29, -2.28], [-0.45, -0.29, 2.49], [1.15, 2.45, 0.19], [2.23, 0.70, 0.86], [-0.05, -2.47, 1.05], [0.49, -2.66, 0.08], [-1.32, 1.22, -1.62], [1.80, -1.52, 1.20], [0.38, 1.93, 1.04], [0.67, -2.36, -0.49], [-1.95, 0.24, -1.13], [2.36, -1.12, -0.65], [-0.94, 0.18, -2.33], [0.91, 0.07, 2.32], [1.77, 1.19, -1.44], [-1.54, -0.72, -1.71], [0.98, 2.43, -0.13], [-1.22, -1.75, 0.19], [1.08, 0.06, 2.25], [0.28, 0.88, -2.34], [-2.34, -0.68, 0.25], [-2.37, 0.73, 0.66], [1.55, -1.18, 1.65], [1.84, -1.43, 1.78], [2.83, 1.41, 0.09], [-0.20, 2.28, -1.58], [-2.69, 0.00, -1.05], [2.03, 1.02, 1.34], [-0.21, 2.54, 1.17], [-1.87, -1.90, -0.75], [-0.10, 1.92, -1.41], [-0.99, 1.11, 2.25], [-1.48, 1.74, 1.83], [0.25, 0.05, -0.21], [-1.78, -0.59, 0.04], [0.69, 0.27, 0.20], [-0.22, -0.20, -0.37], [-0.48, -0.08, 0.51], [2.16, 0.66, -0.17], [-0.41, -0.38, -1.32], [-0.02, 0.18, 1.19], [-2.13, -0.70, -0.06], [1.88, 0.71, 0.30], [0.04, 0.03, 0.05], [-0.01, 0.01, -0.05], [0.01, 0.08, 0.32], [-0.07, -0.10, -0.46], [-0.38, 0.21, -0.40], [0.64, -1.92, 0.71], [0.62, 0.84, 0.71], [-0.65, -0.44, -0.78], [0.16, -0.11, 0.20], [-0.38, 1.66, -0.49], [-0.18, -0.83, -0.24], [0.27, 0.38, 0.33], [0.26, -1.83, 0.33], [-0.50, 2.06, -0.54], [0.02, 0.06, 0.03], [-0.02, -0.06, -0.01], [0.25, 0.17, 0.36], [-0.21, -0.17, -0.23]], "spin_multiplicity": 1, "homo_energy_ev": -9.34, "total_charge": 1, "orbital_gap_ha": 0.200}